DFT (ωB97M-V/def2-TZVPD) results for a structure of composition C35H36IKN3O3P.

Structure (XYZ):
```
80
Properties=species:S:1:pos:R:3:forces:R:3:mulliken_charge:R:1
K 0.2896 -0.1362 -0.8736 0.110 -0.089 0.039 0.826
I 1.6692 0.9491 2.3151 -0.024 0.085 -0.013 0.232
C 0.5526 2.1585 3.6288 0.043 -0.009 -0.142 -0.343
C 0.5165 1.6921 4.9108 -0.025 0.046 0.064 -0.628
C 0.0618 2.5153 5.9593 0.008 -0.076 0.046 -0.747
C -0.2574 3.8107 5.7014 -0.007 0.070 0.002 -0.855
C -0.2371 4.3166 4.3787 0.046 -0.146 -0.147 0.917
C -0.5264 5.6814 4.1447 -0.016 0.034 0.084 -0.745
C -0.5326 6.1890 2.8833 -0.002 0.056 -0.031 -1.142
C -0.3612 5.3190 1.7912 -0.013 -0.013 0.007 0.014
C -0.1031 3.9812 1.9516 -0.020 -0.087 -0.020 0.883
P -0.4003 2.8828 0.4876 0.076 0.060 -0.062 0.222
C -1.8134 3.7221 -0.3209 -0.026 -0.041 0.001 0.624
C -3.0701 3.2380 0.0337 0.000 0.003 -0.007 -0.900
C -4.2251 3.7495 -0.5415 0.048 0.024 0.021 -0.384
C -4.1262 4.7554 -1.4916 0.021 -0.015 0.010 -0.623
C -2.8776 5.2436 -1.8587 -0.018 -0.009 0.006 -0.798
C -1.7270 4.7303 -1.2788 -0.011 0.023 -0.009 0.142
C 0.9823 3.2897 -0.6464 0.010 0.018 0.074 0.714
C 0.8664 2.9098 -1.9875 -0.069 -0.035 0.016 -0.635
C 1.9231 3.0896 -2.8671 -0.018 -0.022 0.010 -0.734
C 3.1149 3.6447 -2.4202 0.011 0.024 0.062 -0.644
C 3.2401 4.0226 -1.0907 -0.021 -0.013 -0.030 -0.672
C 2.1814 3.8457 -0.2082 0.014 -0.009 -0.033 -0.724
C 0.0778 3.4622 3.2790 0.012 -0.004 0.048 0.181
H 0.8796 0.6988 5.1341 0.006 0.000 0.001 0.430
H 0.0273 2.1217 6.9663 -0.005 0.011 0.000 0.382
H -0.5341 4.4813 6.5057 -0.006 0.011 -0.013 0.367
H -0.7382 6.3129 4.9994 0.000 0.004 -0.009 0.368
H -0.7329 7.2381 2.7094 -0.001 -0.004 -0.002 0.413
H -0.5041 5.7105 0.7914 0.004 0.009 0.042 0.406
H -3.1314 2.4309 0.7542 -0.050 -0.020 0.011 0.136
H -5.1908 3.3403 -0.2729 -0.008 -0.006 0.006 0.405
H -5.0202 5.1494 -1.9574 -0.001 0.004 -0.001 0.419
H -2.8021 6.0216 -2.6077 0.015 0.005 0.000 0.415
H -0.7584 5.1070 -1.5853 -0.002 0.005 -0.011 0.416
H -0.0709 2.4867 -2.3430 0.036 -0.015 -0.027 0.684
H 1.8154 2.7979 -3.9040 -0.015 -0.003 0.000 0.457
H 3.9381 3.7889 -3.1083 0.005 0.002 0.001 0.407
H 4.1629 4.4661 -0.7373 0.001 0.004 0.001 0.503
H 2.2878 4.1476 0.8266 -0.001 0.010 0.001 0.375
C 5.8959 1.7219 0.1745 -0.071 0.006 -0.027 -1.527
C 5.5630 0.2272 0.0973 0.129 -0.036 -0.015 2.366
C 6.5506 -0.4972 -0.8292 -0.100 0.006 0.005 -1.769
C 5.5814 -0.3966 1.4989 -0.043 -0.028 -0.029 -1.592
C 4.2051 0.0815 -0.4569 -0.010 0.095 0.039 -0.703
N 3.1381 -0.0138 -0.8693 -0.041 -0.085 0.017 -0.146
H 6.8973 1.8424 0.5886 0.009 -0.009 0.008 0.490
H 5.1844 2.2429 0.8158 0.003 0.015 -0.002 0.286
H 5.8678 2.1782 -0.8153 0.002 0.008 0.016 0.338
H 7.5587 -0.3974 -0.4266 -0.001 0.012 0.016 0.401
H 6.5316 -0.0659 -1.8300 0.012 -0.010 -0.004 0.395
H 6.3094 -1.5576 -0.9025 0.016 0.003 -0.007 0.408
H 6.5838 -0.2997 1.9168 0.005 0.002 0.000 0.424
H 5.3216 -1.4549 1.4604 0.013 0.007 0.007 0.386
H 4.8784 0.1097 2.1605 0.006 0.005 0.014 0.275
C -6.3055 0.3489 2.2317 0.083 -0.023 -0.042 -1.425
C -4.8599 0.0111 1.8742 -0.105 0.009 -0.022 -0.945
C -4.6302 -0.7176 0.5243 0.059 0.108 0.051 2.713
C -5.5266 -1.9620 0.4159 0.014 -0.075 -0.125 -1.347
C -5.2464 -2.7907 -0.8360 0.005 0.062 0.091 -1.241
C -4.9753 0.2111 -0.6266 0.010 -0.156 -0.051 -0.381
O -6.0907 0.6649 -0.8047 -0.024 0.070 0.017 -0.688
N -3.9631 0.4960 -1.4969 0.074 0.017 0.004 0.300
C -2.6288 0.0810 -1.3814 -0.351 -0.001 0.042 0.574
O -1.8488 0.5037 -2.2503 0.141 0.122 0.021 -0.819
N -2.2572 -0.7216 -0.3836 0.104 -0.049 0.081 -0.375
C -3.1532 -1.1798 0.5346 -0.090 0.015 -0.259 -0.289
O -2.8289 -1.9803 1.3967 0.075 0.007 0.106 -0.726
H -6.3286 0.9032 3.1716 0.003 -0.006 0.006 0.460
H -6.8998 -0.5546 2.3687 -0.020 0.010 0.005 0.310
H -6.7769 0.9517 1.4581 -0.026 -0.002 0.021 0.311
H -4.4291 -0.6396 2.6360 0.012 0.001 0.004 0.528
H -4.2671 0.9299 1.8781 0.061 0.035 0.011 0.041
H -6.5664 -1.6351 0.4101 -0.002 0.005 0.031 0.464
H -5.3528 -2.5639 1.3088 -0.015 0.006 0.016 0.393
H -5.4145 -2.2033 -1.7418 0.004 -0.019 -0.014 0.284
H -5.9047 -3.6587 -0.8769 -0.003 -0.004 -0.010 0.450
H -4.2157 -3.1493 -0.8433 -0.003 -0.008 -0.024 0.289
H -4.1582 1.1330 -2.2558 -0.046 -0.005 0.006 0.323
```
Positions in Å, forces in eV/Å.

Values from the calculation:
- Energy above the lowest of the compared OMol25 structures with the same formula, charge and spin: 0.0 kcal/mol
- F_max: 0.354 eV Å⁻¹
- DFT total energy: -81210.4559 eV
- Gap between HOMO and LUMO: 8.05 eV